{
  "formula": "C2HF3N2",
  "method": "wB97M-V/def2-TZVPD",
  "homo_lumo_gap_ev": [9.71, 9.72],
  "homo_energy_ev": [-11.4, -11.4],
  "fmax_ha_per_bohr": 0.0666,
  "elements": ["C", "C", "N", "N", "F", "F", "F", "H"],
  "xyz": [[0.366, 0.206, -0.130], [-0.310, 0.609, -2.415], [1.549, 0.449, -0.378], [0.114, -0.297, -1.436], [-1.549, 1.081, -2.061], [0.399, 1.744, -2.647], [-0.446, -0.021, -3.535], [-0.453, 0.202, 0.518]],
  "forces_ev_per_angstrom": [[-0.603, -0.192, -1.816], [-0.767, 2.145, 0.628], [-1.484, -0.834, -1.090], [3.226, 0.210, 1.128], [-0.170, -0.163, 0.047], [0.286, -0.894, 0.447], [-0.044, -0.747, -1.346], [-0.443, 0.475, 2.002]]
}